# 1
{"formula": "C3H3N3O", "method": "ωB97M-V/def2-TZVPD", "homo_lumo_gap_ha": 0.3195, "e_lumo_ev": -1.42, "de_lowest_kcal_mol": 47.15, "smiles": "[H]/N=C1/N=CC(=O)N1", "e_homo_ev": -10.117, "species": ["H", "N", "C", "N", "C", "C", "O", "N", "H", "H"], "coordinates": [[2.324, 0.916, -0.237], [1.998, 0.362, -1.132], [0.673, 0.138, -0.826], [-0.119, -0.958, -1.169], [-1.048, -1.060, -0.300], [-0.955, -0.082, 0.827], [-1.624, 0.150, 1.756], [0.187, 0.637, 0.423], [-2.021, -1.680, -0.191], [0.585, 1.577, 0.849]]}

# 2
{"formula": "C33H95N7O11", "method": "ωB97M-V/def2-TZVPD", "homo_lumo_gap_ha": [0.0508, 0.3079], "e_lumo_ev": [2.03, 1.96], "charge": -1, "e_homo_ev": [0.652, -6.416], "multiplicity": 2, "s2": 0.750, "species": ["C", "C", "O", "H", "H", "H", "H", "H", "H", "C", "C", "C", "O", "C", "N", "H", "H", "H", "H", "H", "H", "H", "H", "H", "H", "H", "C", "C", "C", "O", "C", "N", "H", "H", "H", "H", "H", "H", "H", "H", "H", "H", "H", "C", "C", "C", "O", "C", "N", "H", "H", "H", "H", "H", "H", "H", "H", "H", "H", "H", "C", "C", "C", "O", "C", "N", "H", "H", "H", "H", "H", "H", "H", "H", "H", "H", "H", "C", "C", "C", "O", "C", "N", "H", "H", "H", "H", "H", "H", "H", "H", "H", "H", "H", "C", "C", "C", "O", "C", "N", "H", "H", "H", "H", "H", "H", "H", "H", "H", "H", "H", "C", "C", "C", "O", "C", "N", "H", "H", "H", "H", "H", "H", "H", "H", "H", "H", "H", "C", "O", "H", "H", "H", "H", "C", "O", "H", "H", "H", "H", "C", "O", "H", "H", "H", "H"], "coordinates": [[-3.255, 0.950, -2.172], [-4.551, 0.583, -1.433], [-5.617, 1.174, -2.137], [-2.473, 0.476, -1.579], [-3.063, 2.019, -2.079], [-3.141, 0.731, -3.233], [-4.534, 0.996, -0.424], [-4.787, -0.477, -1.333], [-5.509, 2.116, -1.984], [0.792, 1.087, -0.341], [1.495, -0.300, -0.219], [0.987, -1.159, -1.436], [-0.451, -1.412, -1.353], [-0.816, -2.426, -0.425], [2.946, -0.052, -0.261], [1.094, 1.521, -1.295], [1.091, 1.769, 0.454], [-0.283, 0.914, -0.404], [1.153, -0.706, 0.733], [1.502, -2.118, -1.387], [1.309, -0.695, -2.369], [-0.117, -3.261, -0.463], [-1.827, -2.735, -0.693], [-0.726, -2.107, 0.614], [3.201, 0.321, -1.164], [3.278, 0.606, 0.430], [0.230, -1.126, 4.244], [0.294, -2.172, 5.358], [-0.213, -1.752, 6.738], [0.453, -0.633, 7.355], [-0.172, -0.277, 8.597], [-0.485, -3.351, 4.968], [-0.819, -0.866, 4.104], [0.643, -1.558, 3.332], [0.806, -0.264, 4.579], [1.311, -2.562, 5.417], [-0.203, -2.585, 7.441], [-1.270, -1.489, 6.702], [0.342, 0.608, 8.973], [-0.118, -1.013, 9.399], [-1.210, -0.028, 8.380], [-0.128, -3.709, 4.094], [-0.329, -4.109, 5.617], [-3.805, 1.787, -5.889], [-3.500, 0.695, -6.905], [-2.698, -0.477, -6.245], [-1.614, -0.056, -5.448], [-1.109, -0.943, -4.531], [-4.788, 0.206, -7.478], [-4.586, 1.468, -5.200], [-4.216, 2.664, -6.390], [-2.863, 1.971, -5.371], [-2.914, 1.220, -7.659], [-2.437, -1.236, -6.983], [-3.429, -0.976, -5.610], [-0.724, -1.840, -5.017], [-1.825, -1.390, -3.842], [-0.306, -0.513, -3.932], [-5.256, 0.997, -7.896], [-5.391, -0.146, -6.749], [-5.392, -2.933, 4.502], [-3.941, -3.196, 4.458], [-3.431, -3.523, 3.024], [-3.898, -4.856, 2.659], [-3.455, -5.250, 1.366], [-3.310, -2.039, 5.025], [-5.947, -3.870, 4.538], [-5.652, -2.346, 3.622], [-5.777, -2.426, 5.386], [-3.749, -4.009, 5.158], [-2.345, -3.446, 2.966], [-3.890, -2.857, 2.294], [-2.367, -5.303, 1.382], [-3.699, -4.602, 0.524], [-3.910, -6.184, 1.035], [-2.318, -2.221, 5.079], [-3.524, -1.884, 6.000], [4.527, -1.590, -3.707], [3.663, -0.728, -4.598], [3.714, 0.809, -4.331], [3.312, 1.199, -2.975], [3.667, 2.503, -2.579], [4.055, -0.926, -5.972], [4.240, -2.620, -3.919], [4.334, -1.506, -2.638], [5.592, -1.447, -3.889], [2.644, -1.079, -4.437], [3.151, 1.402, -5.052], [4.722, 1.115, -4.607], [3.276, 3.251, -3.269], [4.746, 2.604, -2.690], [3.320, 2.655, -1.557], [5.009, -0.606, -6.052], [3.573, -0.335, -6.634], [1.116, 4.665, 0.545], [0.544, 5.232, -0.749], [-0.152, 6.573, -0.627], [-1.410, 6.405, 0.069], [-2.402, 7.402, -0.091], [1.654, 5.296, -1.703], [0.282, 4.454, 1.214], [1.628, 5.450, 1.101], [1.786, 3.817, 0.405], [-0.148, 4.496, -1.158], [-0.426, 6.945, -1.614], [0.450, 7.272, -0.046], [-3.365, 6.970, 0.180], [-2.495, 7.733, -1.125], [-2.171, 8.309, 0.468], [1.297, 5.526, -2.620], [2.137, 4.410, -1.760], [6.605, 1.608, 1.329], [5.669, 2.655, 0.791], [4.458, 2.860, 1.705], [3.593, 1.689, 1.812], [2.648, 1.761, 2.865], [6.484, 3.866, 0.638], [7.534, 1.569, 0.761], [6.085, 0.654, 1.252], [6.833, 1.719, 2.390], [5.200, 2.371, -0.152], [3.782, 3.605, 1.285], [4.725, 3.206, 2.704], [1.901, 0.970, 2.804], [2.028, 2.650, 2.978], [3.164, 1.652, 3.819], [5.988, 4.523, 0.052], [7.224, 3.532, 0.037], [-2.484, -0.080, 2.221], [-3.232, 0.196, 3.404], [-2.993, 0.208, 1.301], [-1.557, 0.493, 2.185], [-2.277, -1.130, 2.013], [-3.300, -0.615, 3.913], [2.230, -3.953, 2.102], [1.062, -4.587, 2.575], [2.590, -3.252, 2.855], [3.008, -4.688, 1.897], [2.179, -3.376, 1.178], [0.717, -5.150, 1.878], [-0.468, -5.455, -2.731], [-1.441, -5.832, -1.728], [0.005, -4.496, -2.520], [0.279, -6.246, -2.810], [-0.989, -5.336, -3.681], [-1.884, -6.661, -1.926]]}

# 3
{"formula": "C4H10O2", "method": "ωB97M-V/def2-TZVPD", "homo_lumo_gap_ha": [0.3068, 0.3018], "e_lumo_ev": [0.94, 0.87], "de_lowest_kcal_mol": 114.85, "e_homo_ev": [-7.410, -7.344], "species": ["C", "O", "C", "C", "O", "C", "H", "H", "H", "H", "H", "H", "H", "H", "H", "H"], "coordinates": [[2.645, -0.176, 0.548], [2.383, -0.541, -0.675], [1.385, -1.230, -1.123], [-0.500, 1.017, 0.030], [-1.170, -0.136, 0.480], [-2.563, 0.023, 0.408], [3.569, 0.366, 0.672], [0.569, 0.887, 0.228], [2.040, -0.572, 1.357], [1.355, -1.345, -2.196], [0.611, -1.561, -0.438], [-0.844, 1.911, 0.575], [-0.660, 1.183, -1.046], [-2.903, 0.842, 1.062], [-2.894, 0.244, -0.620], [-3.023, -0.913, 0.737]]}

# 4
{"formula": "C6H11N", "method": "ωB97M-V/def2-TZVPD", "homo_lumo_gap_ha": 0.3335, "e_lumo_ev": 0.83, "de_lowest_kcal_mol": 54.59, "smiles": "C/C=N/C(C)=C/C", "e_homo_ev": -8.241, "species": ["C", "C", "N", "C", "C", "C", "C", "H", "H", "H", "H", "H", "H", "H", "H", "H", "H", "H"], "coordinates": [[1.705, -0.170, 2.747], [0.602, 0.129, 1.861], [0.512, -0.510, 0.748], [-0.389, -0.179, -0.307], [-0.715, 1.349, -0.348], [-0.320, -0.971, -1.451], [-1.125, -0.821, -2.721], [1.489, -0.366, 3.857], [2.399, 0.743, 2.838], [2.162, -0.933, 2.190], [-0.251, 0.797, 2.120], [0.093, 1.948, 0.237], [-1.596, 1.591, 0.121], [-0.625, 1.813, -1.287], [0.101, -1.898, -1.248], [-0.458, -0.879, -3.565], [-1.702, 0.047, -2.921], [-1.881, -1.691, -2.873]]}

# 5
{"formula": "C6H10", "method": "ωB97M-V/def2-TZVPD", "homo_lumo_gap_ha": 0.3233, "e_lumo_ev": -0.26, "de_lowest_kcal_mol": 124.50, "e_homo_ev": -9.055, "species": ["C", "C", "C", "C", "C", "C", "H", "H", "H", "H", "H", "H", "H", "H", "H", "H"], "coordinates": [[-0.014, -0.722, -1.615], [-1.424, -0.402, -2.022], [-1.059, -0.454, -0.568], [0.122, 1.424, 1.495], [0.681, 0.294, 2.307], [1.547, 0.993, 1.328], [0.750, 0.031, -1.791], [0.331, -1.745, -1.741], [-1.617, 0.576, -2.452], [-2.037, -1.201, -2.427], [-1.418, -1.291, 0.026], [-1.030, 0.495, -0.032], [0.768, 0.490, 3.375], [0.313, -0.703, 2.073], [2.289, 1.720, 1.654], [1.798, 0.496, 0.392]]}

# 6
{"formula": "C5H12O2", "method": "ωB97M-V/def2-TZVPD", "homo_lumo_gap_ha": 0.3872, "e_lumo_ev": 0.73, "de_lowest_kcal_mol": 22.29, "smiles": "CC(C)[C@@H](O)CO", "e_homo_ev": -9.803, "species": ["C", "C", "C", "C", "O", "C", "O", "H", "H", "H", "H", "H", "H", "H", "H", "H", "H", "H", "H"], "coordinates": [[-0.030, 0.376, 1.797], [0.404, 0.785, 0.312], [-0.638, 1.735, -0.266], [0.783, -0.404, -0.556], [1.436, -1.431, 0.184], [-0.436, -1.093, -1.332], [-1.317, -1.740, -0.427], [-0.133, 1.282, 2.403], [0.724, -0.238, 2.297], [-0.987, -0.151, 1.791], [1.328, 1.361, 0.454], [-1.639, 1.294, -0.254], [-0.689, 2.653, 0.328], [-0.384, 2.029, -1.290], [1.485, -0.056, -1.323], [1.882, -2.028, -0.440], [-1.004, -0.398, -1.955], [-0.027, -1.860, -1.998], [-0.756, -2.117, 0.277]]}